This record from the OMol25 dataset describes a 2-piece molecular cluster, C11H15N4 overall. The level of theory is wB97M-V/def2-TZVPD.

Structure (XYZ):
```
30
C11H15N4 wB97M-V/def2-TZVPD
C -0.144 3.864 1.665
C -1.335 3.281 1.100
C 0.953 3.226 1.902
C -1.194 2.003 0.513
C 1.087 1.949 1.372
C 0.038 1.341 0.579
C 2.301 1.253 1.443
C 0.363 -0.071 -0.004
C 2.098 -1.601 -0.660
C -1.670 -3.439 0.116
C -1.394 -2.009 -2.482
N 2.579 0.139 0.808
N 1.648 -0.392 0.002
N -0.530 -1.970 -1.292
N -0.636 -0.731 -0.638
H -0.194 4.972 1.858
H -2.187 3.938 0.815
H 1.886 3.489 2.260
H -2.036 1.706 -0.135
H 3.115 1.593 2.059
H 2.119 -2.365 0.030
H 1.460 -1.935 -1.498
H 3.182 -1.455 -1.115
H -0.788 -3.402 0.576
H -2.498 -2.997 0.560
H -1.828 -4.241 -0.448
H -0.853 -1.422 -3.375
H -1.695 -2.965 -2.859
H -2.372 -1.537 -2.403
H -1.476 -0.224 -0.747
```

For the highest occupied orbital energy (spin up / spin down), the calculation gives -0.438 / -0.441 hartree. As for the LUMO energy (spin up / spin down): -4.28 / -3.80 eV. As for the total energy: -17598.2492 eV. The multiplicity is 1. The calculation puts the energy above the lowest of the compared OMol25 structures with the same formula, charge and spin at 484.61 kJ/mol. Its gap between HOMO and LUMO (spin up / spin down) is 7.640 / 8.199 eV. The charge is +1.

natural (NBO) population analysis, charges in e, atoms 1 to 8: -0.160 -0.146 -0.179 -0.199 -0.061 -0.064 0.067 0.487


This record from the OMol25 dataset describes a 2-piece molecular cluster, C11H15NO overall. The level of theory is wB97M-V/def2-TZVPD.

Structure (XYZ):
```
28
C11H15NO wB97M-V/def2-TZVPD
C 2.439 1.345 -1.744
C 2.348 1.295 -0.258
C 3.326 1.712 0.593
N 2.985 1.455 1.903
C 1.739 0.880 1.923
C 0.895 0.497 2.955
C -0.350 -0.027 2.658
C -0.831 0.091 1.337
C 0.015 0.341 0.282
C 1.347 0.686 0.579
H 1.587 0.873 -2.237
H 3.299 0.810 -2.129
H 2.531 2.356 -2.116
H 4.247 2.171 0.298
H 3.441 1.901 2.677
H 1.171 0.588 4.002
H -1.052 -0.294 3.436
H -1.841 -0.249 1.158
H -0.302 0.262 -0.748
C -2.568 -2.053 -2.517
C -2.915 -1.521 -1.131
O -4.290 -1.853 -0.891
H -1.544 -1.945 -2.847
H -3.367 -1.723 -3.187
H -2.834 -3.121 -2.501
H -2.284 -1.934 -0.346
H -2.835 -0.439 -1.185
H -4.361 -2.102 0.035
```

For the highest occupied orbital energy, the calculation gives -0.288 hartree. The SMILES is Cc1c[nH]c2ccccc12.CCO. As for the LUMO energy: 0.85 eV. As for the total energy: -15187.3726 eV. The multiplicity is 1. The calculation puts the energy above the lowest of the compared OMol25 structures with the same formula, charge and spin at 53.00 kJ/mol. Its gap between HOMO and LUMO is 8.689 eV. The charge is 0.

natural (NBO) population analysis, charges in e, atoms 1 to 8: -0.632 -0.083 -0.033 -0.523 0.130 -0.228 -0.219 -0.237


This record from the OMol25 dataset describes a 2-piece molecular cluster, C11H15NOS overall. The level of theory is wB97M-V/def2-TZVPD.

Structure (XYZ):
```
29
C11H15NOS wB97M-V/def2-TZVPD
C 3.721 0.957 -0.725
C 3.469 0.694 0.644
C 2.775 0.846 -1.685
C 2.158 0.335 1.053
C 1.526 0.569 -1.315
C 1.198 0.306 0.025
C -3.764 -0.626 -0.514
C -3.041 0.376 -1.017
C -1.774 2.498 -0.737
C -0.104 -2.925 1.752
C -2.649 1.524 -0.253
N 0.326 -2.011 0.742
O -0.534 0.134 1.977
S -0.435 -0.342 0.606
H 4.734 1.002 -0.987
H 4.278 0.800 1.315
H 3.153 0.778 -2.714
H 1.804 0.324 2.153
H 0.766 0.634 -2.044
H -4.109 -1.363 -1.273
H -4.237 -0.694 0.463
H -3.050 0.350 -2.111
H -1.386 3.346 -0.199
H 0.260 -2.307 -0.317
H -1.425 2.548 -1.769
H -0.520 -2.315 2.554
H 0.674 -3.539 2.025
H -0.846 -3.668 1.515
H -2.968 1.769 0.837
```

For the highest occupied orbital energy, the calculation gives -0.309 hartree. As for the LUMO energy: 0.62 eV. As for the total energy: -26018.5883 eV. The multiplicity is 1. The calculation puts the energy above the lowest of the compared OMol25 structures with the same formula, charge and spin at 529.47 kJ/mol. Its gap between HOMO and LUMO is 9.022 eV. The charge is 0.

natural (NBO) population analysis, charges in e, atoms 1 to 8: -0.195 -0.202 -0.227 -0.192 -0.214 -0.246 -0.363 -0.258


This record from the OMol25 dataset describes C11H15NPRu as an isolated structure. The level of theory is wB97M-V/def2-TZVPD.

Structure (XYZ):
```
29
C11H15NPRu wB97M-V/def2-TZVPD
C 0.729 -3.257 0.499
C 1.707 -3.252 1.516
C 2.817 -2.376 1.450
C 2.797 -1.377 0.444
C 1.840 -1.386 -0.628
Ru 0.575 -1.404 0.754
P -1.601 -1.735 1.320
H -0.061 -3.979 0.254
H 1.639 -3.926 2.380
H 3.709 -2.619 2.052
H 1.923 -0.805 -1.561
H 3.597 -0.632 0.551
H -2.393 -0.817 2.068
H -1.853 -2.939 2.023
H -2.437 -1.967 0.201
C -1.570 4.050 -1.706
C -1.094 2.745 -1.157
C -1.757 1.559 -1.453
C -1.263 0.378 -0.930
N -0.326 0.414 0.039
C 0.377 1.524 0.304
C 0.036 2.717 -0.326
H -1.745 4.006 -2.794
H -2.513 4.343 -1.212
H -0.806 4.808 -1.485
H -2.609 1.523 -2.134
H -1.629 -0.622 -1.201
H 1.285 1.407 0.910
H 0.628 3.618 -0.179
```

For the highest occupied orbital energy (spin up / spin down), the calculation gives -0.377 / -0.476 hartree. As for the LUMO energy (spin up / spin down): -3.02 / -4.85 eV. As for the total energy: -24998.1341 eV. The multiplicity is 5. Its gap between HOMO and LUMO (spin up / spin down) is 7.245 / 8.091 eV. The charge is +1.

Mulliken population analysis, charges in e, atoms 1 to 8: -1.007 -0.061 -0.157 -0.117 -0.852 0.478 -0.220 0.523


This record from the OMol25 dataset describes a 2-piece molecular cluster, C11H15NSi overall. The level of theory is wB97M-V/def2-TZVPD.

Structure (XYZ):
```
28
C11H15NSi wB97M-V/def2-TZVPD
C 2.711 1.519 0.464
C 1.398 1.548 0.129
C 0.728 1.052 1.300
C -0.698 0.917 1.493
C -1.139 0.460 2.724
C -0.254 0.115 3.743
C 1.090 0.266 3.590
C 1.532 0.709 2.328
C 2.961 1.106 1.842
H 3.447 1.828 -0.196
H 0.924 1.670 -0.818
H -1.266 0.990 0.559
H -2.228 0.172 2.852
H -0.645 -0.299 4.664
H 1.766 0.059 4.399
H 3.434 1.879 2.522
H 3.527 0.140 1.932
C -0.356 -0.951 -4.290
Si -1.682 -0.784 -2.849
C -2.520 -2.458 -2.427
N -1.892 0.602 -2.109
H 0.594 -0.659 -3.762
H -0.287 -1.955 -4.663
H -0.490 -0.182 -5.032
H -2.930 -2.204 -1.448
H -3.255 -2.969 -3.076
H -1.745 -3.227 -2.399
H -2.723 0.654 -1.472
```

For the highest occupied orbital energy, the calculation gives -0.298 hartree. The SMILES is C1=Cc2ccccc2C1.C[Si](C)=N. As for the LUMO energy: 0.48 eV. As for the total energy: -21016.4492 eV. The multiplicity is 1. The calculation puts the energy above the lowest of the compared OMol25 structures with the same formula, charge and spin at 167.82 kJ/mol. Its gap between HOMO and LUMO is 8.581 eV. The charge is 0.

natural (NBO) population analysis, charges in e, atoms 1 to 8: -0.164 -0.212 -0.071 -0.196 -0.224 -0.225 -0.203 -0.006


This record from the OMol25 dataset describes C11H15O3P as an isolated structure. The level of theory is wB97M-V/def2-TZVPD.

Structure (XYZ):
```
30
C11H15O3P wB97M-V/def2-TZVPD
C -0.651 -3.514 -0.650
C -0.212 -2.717 -1.638
C -0.761 -3.008 0.659
C 0.131 -1.379 -1.421
C -0.494 -1.721 0.884
C -0.020 -0.876 -0.118
C 0.511 0.486 0.230
C -0.532 2.088 1.935
C -1.951 1.037 0.182
C -0.336 2.915 -0.349
C -0.562 1.609 0.464
O 1.689 0.573 0.433
O 4.515 0.520 0.052
O 3.223 -0.647 -1.714
P 3.445 0.746 -0.932
H -0.956 -4.597 -0.869
H -0.119 -3.114 -2.559
H -1.139 -3.607 1.446
H 0.640 -0.947 -2.205
H -0.631 -1.353 1.852
H -1.492 2.472 2.209
H 0.340 2.772 2.171
H -0.355 1.056 2.462
H -2.392 0.396 0.920
H -2.633 1.919 0.047
H -2.098 0.455 -0.664
H 0.640 3.398 -0.391
H -0.892 3.653 0.178
H -0.738 2.678 -1.342
H 3.832 -1.295 -1.274
```

For the highest occupied orbital energy, the calculation gives -0.346 hartree. As for the LUMO energy: 0.20 eV. As for the total energy: -27081.1838 eV. The multiplicity is 1. The calculation puts the energy above the lowest of the compared OMol25 structures with the same formula, charge and spin at 41.98 kJ/mol. Its gap between HOMO and LUMO is 9.622 eV. The charge is 0.

natural (NBO) population analysis, charges in e, atoms 1 to 8: -0.195 -0.206 -0.216 -0.181 -0.157 -0.161 0.676 -0.588


This record from the OMol25 dataset describes C11H15O8PTl as an isolated structure. The level of theory is wB97M-V/def2-TZVPD.

Structure (XYZ):
```
36
C11H15O8PTl wB97M-V/def2-TZVPD
O -0.148 -0.246 -6.507
C -0.126 -0.236 -5.365
Tl -0.151 -0.256 -2.904
O -2.033 -3.433 -2.175
C -1.504 -2.541 -2.663
C 1.268 1.967 -2.609
O 1.752 2.915 -2.215
C -2.405 1.095 -2.709
O -3.293 1.625 -2.234
C 2.124 -1.579 -2.623
O 3.003 -2.116 -2.139
C 0.601 -3.424 1.931
C -0.089 -2.769 0.763
O 0.374 -1.322 0.735
P 0.239 0.046 -0.125
O 1.486 0.866 0.501
C 1.943 0.663 1.891
C 0.879 0.633 2.983
O -1.035 0.942 0.540
C -0.889 2.419 0.448
C -2.205 3.135 0.614
H 1.644 -3.681 1.710
H 0.107 -4.380 2.110
H 0.540 -2.829 2.849
H 0.230 -3.225 -0.193
H -1.187 -2.769 0.862
H 2.506 -0.289 1.877
H 2.635 1.504 2.087
H 0.210 -0.237 2.917
H 1.409 0.528 3.935
H 0.318 1.571 3.081
H -0.177 2.712 1.233
H -0.467 2.632 -0.551
H -2.750 2.848 1.524
H -1.965 4.204 0.691
H -2.842 3.028 -0.271
```

For the highest occupied orbital energy (spin up / spin down), the calculation gives -0.759 / -0.759 hartree. As for the LUMO energy (spin up / spin down): -14.79 / -14.78 eV. As for the total energy: -41977.8870 eV. The multiplicity is 1. Its gap between HOMO and LUMO (spin up / spin down) is 5.875 / 5.877 eV. The charge is +3.

Mulliken population analysis, charges in e, atoms 1 to 8: 0.068 0.155 1.155 -0.011 0.204 0.123 0.015 0.178


This record from the OMol25 dataset describes C11H16BCdClN6 as an isolated structure. The level of theory is wB97M-V/def2-TZVPD.

Structure (XYZ):
```
36
C11H16BCdClN6 wB97M-V/def2-TZVPD
H -0.254 3.073 2.220
N -0.102 1.785 0.543
B 0.548 0.660 -1.663
N 0.493 1.881 -0.697
C 0.900 3.143 -0.852
Cd -1.284 -0.546 1.502
H 1.326 3.515 -1.801
C 0.613 3.859 0.298
H 0.739 4.902 0.499
C 0.027 2.970 1.191
H 0.868 0.966 -2.788
C -1.436 -2.766 1.744
H -1.714 -3.174 2.674
H -0.367 -2.948 1.596
H -2.050 -3.095 0.931
N -0.901 0.031 -1.603
N 1.501 -0.402 -1.068
N -1.653 -0.394 -0.488
N 1.135 -0.994 0.140
C -1.629 -0.112 -2.709
C 2.694 -0.861 -1.489
H -1.207 0.205 -3.664
H 3.137 -0.504 -2.441
C -2.843 -0.673 -2.387
C 3.121 -1.831 -0.591
C -2.829 -0.884 -1.001
C 2.108 -1.882 0.411
H -3.613 -0.900 -3.123
H 4.014 -2.439 -0.644
H -3.611 -1.361 -0.422
H 2.076 -2.519 1.272
H -1.056 1.456 1.205
Cl -0.208 0.654 4.520
C 0.049 -0.150 2.978
H 0.826 0.409 2.464
H 0.581 -1.073 3.245
```

For the highest occupied orbital energy, the calculation gives -0.242 hartree. As for the LUMO energy: -0.46 eV. As for the total energy: -38366.0104 eV. The multiplicity is 1. Its gap between HOMO and LUMO is 6.127 eV. The charge is 0.

natural (NBO) population analysis, charges in e, atoms 1 to 8: 0.251 -0.379 0.565 -0.276 0.054 1.507 0.247 -0.340